Below is a structure of composition C29H15CoF5N16SSe, with properties calculated with the ωB97M-V functional and the def2-TZVPD basis.

Positions of all 68 atoms, in Å:
Co -0.154 -0.287 -0.541
S 0.502 5.026 4.705
N -0.614 4.840 3.555
C -0.275 3.761 2.872
C -0.995 3.219 1.724
C -2.157 3.779 1.196
C -2.750 3.176 0.109
C -2.158 2.036 -0.432
N -1.047 1.512 0.058
C -0.483 2.078 1.130
C 0.712 1.406 1.656
N 1.072 0.273 1.036
C 2.182 -0.341 1.416
C 2.977 0.135 2.458
C 2.588 1.271 3.130
C 1.428 1.929 2.721
C 0.911 3.140 3.350
N 1.450 3.759 4.386
H -2.572 4.669 1.651
H -3.655 3.566 -0.334
H -2.595 1.542 -1.289
H 2.419 -1.257 0.893
H 3.873 -0.404 2.733
H 3.158 1.668 3.960
N -3.681 -2.498 1.160
C -4.164 -2.378 -0.124
C -3.335 -1.493 -0.738
N -2.360 -1.070 0.141
C -2.601 -1.689 1.267
C -1.827 -1.521 2.498
N -1.173 -0.437 2.832
C -0.574 -0.728 4.037
C -0.875 -1.997 4.427
N -1.689 -2.494 3.437
H -4.072 -3.080 1.880
H -5.024 -2.920 -0.474
H -3.383 -1.146 -1.754
H 0.041 -0.006 4.551
H -0.592 -2.580 5.285
H -1.989 -3.451 3.360
N 1.866 4.106 -3.197
N 1.928 2.785 -2.751
N 2.865 1.957 -3.136
C 2.513 0.859 -2.472
N 1.419 1.054 -1.729
N 1.069 2.318 -1.905
H 2.322 4.103 -4.105
H 0.876 4.305 -3.333
H 3.027 -0.081 -2.562
F 4.151 -5.790 -3.505
C 3.313 -5.100 -2.726
C 2.721 -5.696 -1.632
F 2.988 -6.976 -1.352
C 1.859 -4.968 -0.833
F 1.322 -5.613 0.214
C 1.545 -3.636 -1.075
Se 0.352 -2.718 0.090
C 2.161 -3.076 -2.184
F 1.949 -1.791 -2.519
C 3.030 -3.778 -2.999
F 3.601 -3.178 -4.050
N -0.865 -0.413 -2.382
C -1.318 0.383 -3.092
C -1.907 1.371 -3.866
C -3.330 1.440 -3.868
N -4.483 1.449 -3.812
C -1.094 2.413 -4.392
N -0.399 3.263 -4.754

multiplicity: 2
DFT total energy: -181552.724 eV
relative energy (zero: lowest compared OMol25 entry of this formula, charge and spin): 0.0 kJ/mol
highest occupied orbital energy (spin up / spin down): -7.448 / -7.455 eV

Below is a structure of composition C29H16Br4I2N4O2Re at a distorted geometry, with properties calculated with the ωB97M-V functional and the def2-TZVPD basis.

Positions of all 58 atoms, in Å:
Re -0.170 0.342 0.652
C 3.269 0.235 -0.432
C 3.105 0.157 1.054
C 4.240 0.018 1.867
C 4.130 -0.039 3.229
C 2.860 0.028 3.830
C 2.592 -0.028 5.226
Br 4.006 -0.189 6.449
C 1.309 0.037 5.689
C 0.228 0.161 4.793
Br -1.527 0.236 5.436
C 0.456 0.217 3.448
O -0.522 0.336 2.518
C 1.764 0.155 2.963
N 1.886 0.228 1.591
H 4.261 -0.107 -0.716
H 3.169 1.271 -0.770
H 2.532 -0.374 -0.949
H 5.211 -0.040 1.395
H 5.012 -0.138 3.848
H 1.109 -0.007 6.751
Br 1.548 4.978 -3.821
C 1.140 3.643 -2.596
C 1.307 3.863 -1.232
C 0.992 2.838 -0.380
N 0.531 1.640 -0.807
C 0.348 1.419 -2.119
C 0.667 2.416 -3.029
C -0.057 -1.211 -2.046
C -0.292 -2.336 -2.820
C -0.091 -3.591 -2.271
Br -0.422 -5.117 -3.286
C 0.366 -3.705 -0.963
C 0.571 -2.545 -0.254
N 0.358 -1.327 -0.780
H 1.673 4.803 -0.847
H 1.113 2.950 0.691
H 0.535 2.235 -4.087
H -0.628 -2.232 -3.843
H 0.545 -4.668 -0.507
H 0.910 -2.574 0.775
I -6.372 -1.461 2.272
C -5.246 -0.883 0.646
C -5.769 -0.721 -0.582
C -4.968 -0.336 -1.725
I -6.061 -0.234 -3.483
C -3.611 -0.081 -1.672
C -2.876 0.327 -2.889
C -1.607 0.407 -3.310
C -0.218 0.136 -2.717
N -1.777 0.095 -0.175
C -3.014 -0.190 -0.381
C -3.805 -0.660 0.845
O -3.218 -0.832 1.881
H -6.825 -0.893 -0.737
H -3.564 0.601 -3.680
H -1.524 0.728 -4.343
H 0.418 0.023 -3.600

multiplicity: 4
DFT total energy: -338873.757 eV
relative energy (zero: lowest compared OMol25 entry of this formula, charge and spin): 0.0 kJ/mol
total charge: +2
highest occupied orbital energy (spin up / spin down): -13.096 / -13.485 eV

Below is a structure of composition C29H16F5O5PZn, with properties calculated with the ωB97M-V functional and the def2-TZVPD basis.

Positions of all 57 atoms, in Å:
Zn 2.037 -0.525 0.950
C -3.757 -1.996 3.018
C -3.904 -0.834 2.277
C -2.859 -0.370 1.489
C -1.664 -1.075 1.395
C -1.528 -2.241 2.150
C -2.556 -2.693 2.960
P -0.223 -0.469 0.413
C -0.524 1.407 1.052
C -0.101 1.649 2.360
C -0.162 2.905 2.942
C -0.645 3.983 2.209
C -1.056 3.777 0.900
C -0.996 2.506 0.335
C -0.629 0.063 -1.320
C -1.932 -0.149 -1.705
C -2.401 0.267 -2.965
C -1.563 0.900 -3.830
C -0.206 1.127 -3.490
C 0.652 1.774 -4.414
C 1.963 1.982 -4.079
C 2.478 1.565 -2.850
C 1.683 0.914 -1.901
C 0.277 0.698 -2.224
H -4.570 -2.358 3.636
H -4.834 -0.278 2.317
H -2.973 0.554 0.939
H -0.600 -2.797 2.093
H -2.425 -3.599 3.540
H 0.309 0.819 2.934
H 0.183 3.049 3.960
H -0.684 4.974 2.648
H -1.418 4.612 0.309
H -1.322 2.378 -0.693
H -2.603 -0.683 -1.048
H -3.433 0.074 -3.239
H -1.914 1.229 -4.803
H 0.257 2.088 -5.374
H 2.625 2.478 -4.785
H 3.519 1.725 -2.598
O -0.465 -5.431 -2.066
C -0.089 -4.502 -1.396
C -0.893 -3.303 -0.889
O -2.112 -3.236 -0.975
C 0.044 -2.364 -0.314
C 1.324 -2.933 -0.240
O 2.379 -2.457 0.298
C 1.334 -4.289 -0.892
O 2.243 -5.079 -0.988
O 2.190 0.541 -0.778
F 3.286 1.324 2.899
C 3.572 0.215 2.113
F 4.029 -0.739 3.030
C 4.847 0.612 1.351
F 5.283 -0.400 0.589
F 4.654 1.674 0.565
F 5.871 0.937 2.186

DFT total energy: -111865.998 eV
relative energy (zero: lowest compared OMol25 entry of this formula, charge and spin): 20.9 kJ/mol
total charge: -2
highest occupied orbital energy: -1.638 eV